[1]
{"formula": "CH5N2S", "method": "ωB97M-V/def2-TZVPD", "max_force_ev_per_a": 2.85, "homo_lumo_gap_ev": 6.9, "e_above_lowest_ev": 0.863, "charge": -1, "spin_multiplicity": 1, "species": ["S", "H", "N", "C", "N", "H", "H", "H", "H"], "xyz": [[2.37086, -1.72598, 0.22596], [2.53069, -2.42090, 1.43500], [-0.18758, -0.26909, 0.19500], [-0.66109, 0.80031, -0.45193], [-1.55303, 1.61741, 0.03009], [-0.56659, -0.30136, 1.13872], [0.32382, -1.01043, -0.30231], [-0.30947, 1.05867, -1.53633], [-1.94761, 2.25137, -0.73420]], "forces_ev_per_angstrom": [[0.88, -1.12, 1.07], [-0.21, 0.60, -1.20], [-1.12, 1.32, -0.72], [-0.85, 1.48, -2.29], [-0.63, 0.40, -0.95], [0.55, -0.79, -0.34], [0.25, 0.35, 1.22], [-0.13, -1.27, 1.78], [1.26, -0.98, 1.43]], "lowdin_charge": [-0.244, -0.415, 0.008, -0.459, -0.049, 0.092, -0.076, 0.127, 0.016]}

***

[2]
{"formula": "C9H22Cl8NO5P", "method": "ωB97M-V/def2-TZVPD", "max_force_ev_per_a": 5.92, "smiles": "COCCCO[P@](=O)(O)OCN.ClCCl.ClCCl.ClCCl.ClCCl", "homo_lumo_gap_ev": 9.9, "spin_multiplicity": 1, "species": ["C", "O", "C", "C", "C", "O", "P", "O", "O", "O", "C", "N", "H", "H", "H", "H", "H", "H", "H", "H", "H", "H", "H", "H", "H", "H", "Cl", "C", "Cl", "H", "H", "Cl", "C", "Cl", "H", "H", "Cl", "C", "Cl", "H", "H", "Cl", "C", "Cl", "H", "H"], "xyz": [[-1.34420, 2.72898, 1.34866], [-1.10331, 1.26113, 1.50993], [-1.22537, 0.66102, 0.14050], [-1.06754, -0.99624, 0.22086], [-0.06960, -1.60683, -0.94636], [1.14037, -2.26377, -0.42865], [2.27636, -1.12993, 0.24884], [3.76235, -1.73760, 0.09940], [1.96690, -1.05519, 1.96363], [2.13013, 0.38648, -0.59351], [2.89335, 1.46660, 0.04997], [2.27863, 1.94188, 1.38228], [-2.42456, 3.04862, 1.74199], [-0.58361, 3.38206, 1.97009], [-1.30648, 3.01120, 0.19064], [-2.24538, 0.99106, -0.37890], [-0.37167, 1.12340, -0.52895], [-2.17009, -1.41033, 0.02772], [-0.78413, -1.34931, 1.30548], [0.12176, -0.79291, -1.76993], [-0.70321, -2.46303, -1.48545], [2.81299, -1.30243, 2.46613], [4.05231, 1.26251, 0.13395], [2.79520, 2.41280, -0.67148], [3.07449, 2.17452, 2.01619], [1.70562, 2.80165, 1.23621], [2.77919, -2.43250, -3.11648], [1.85286, -2.00105, -4.55893], [0.25834, -1.37227, -4.12648], [2.39819, -1.23532, -5.11607], [1.72778, -2.89085, -5.18072], [4.57166, -2.10787, 3.72872], [5.97955, -1.64614, 2.76458], [6.44450, 0.02996, 3.07984], [6.81594, -2.30145, 3.01985], [5.73608, -1.75452, 1.70488], [-4.79923, 1.65141, 0.89478], [-5.14175, 2.93235, -0.27432], [-3.66134, 3.47934, -1.07061], [-5.83155, 2.54897, -1.03019], [-5.59825, 3.77715, 0.24713], [-4.37652, -2.67076, -0.68556], [-5.91290, -1.87450, -0.32444], [-6.31465, -0.67667, -1.56083], [-6.70396, -2.62752, -0.28819], [-5.83528, -1.37409, 0.64384]], "forces_ev_per_angstrom": [[-0.58, 0.58, -0.12], [-0.78, 1.57, -2.47], [0.47, -0.23, -0.23], [-1.11, 0.51, -0.10], [-2.80, -0.14, -0.41], [1.03, 4.34, 1.06], [4.49, -3.03, 0.68], [-5.38, 2.45, 0.43], [0.87, -0.05, -3.08], [0.37, -2.14, 2.88], [0.28, 3.10, 0.03], [1.58, -0.08, -1.44], [2.26, -0.94, -0.87], [-1.24, -1.62, -1.26], [0.14, -0.45, 2.67], [2.01, -0.90, 1.31], [-1.46, -1.00, 1.27], [2.59, 0.78, 0.39], [-0.26, 0.86, -2.18], [0.05, -1.62, 1.99], [1.73, 1.72, 1.19], [-1.22, 0.35, -1.33], [-2.54, -0.17, 0.04], [0.16, -2.51, 1.01], [-1.08, -0.26, -0.64], [0.78, -1.11, 0.08], [0.05, 0.04, -0.22], [0.38, -0.15, -0.27], [-0.06, 0.01, -0.61], [-0.20, -0.13, 0.24], [-0.07, 0.21, 0.25], [-0.03, -0.11, 0.04], [0.31, -0.23, -0.47], [0.05, 0.02, -0.05], [-0.27, 0.23, 0.12], [-0.20, 0.11, 0.25], [-0.13, -0.01, 0.07], [-0.40, 0.10, -0.08], [-0.23, 0.14, -0.21], [0.28, -0.01, 0.18], [0.24, -0.23, -0.07], [-0.12, -0.10, 0.05], [-0.19, -0.06, 0.33], [-0.11, 0.02, 0.01], [0.25, 0.19, -0.15], [0.09, -0.03, -0.32]], "lowdin_charge": [-0.160, -0.257, -0.212, -0.114, -0.284, -0.272, 0.753, -0.397, -0.223, -0.265, -0.272, 0.005, 0.070, 0.091, 0.058, 0.086, 0.113, 0.051, 0.129, 0.048, 0.131, -0.011, 0.141, 0.140, 0.076, 0.061, 0.576, -0.989, 0.560, 0.029, 0.029, 0.569, -1.000, 0.498, 0.031, 0.011, 0.539, -0.988, 0.546, 0.017, 0.032, 0.534, -1.020, 0.496, 0.030, 0.015]}

***

[3]
{"formula": "C3H6N4", "method": "ωB97M-V/def2-TZVPD", "max_force_ev_per_a": 4.32, "s2": 2.0129, "homo_lumo_gap_ev": [7.5, 7.8], "e_above_lowest_ev": 1.971, "spin_multiplicity": 3, "species": ["C", "C", "C", "N", "N", "N", "N", "H", "H", "H", "H", "H", "H"], "xyz": [[-0.43100, -0.99671, 0.57614], [0.29828, 0.41033, 0.26211], [1.58499, 0.97456, 0.68663], [-0.43927, 1.05191, -0.53774], [-1.62532, 0.58234, -0.99069], [-1.43008, -0.66491, -1.35261], [-0.64211, -1.52152, -0.70799], [0.23130, -1.58040, 1.08286], [-1.30992, -0.69908, 1.13741], [1.47996, 2.05486, 0.50530], [2.26974, 0.66381, -0.19491], [2.09583, 0.67381, 1.60224], [-2.08238, -0.94899, -2.06874]], "forces_ev_per_angstrom": [[2.09, 3.75, -0.43], [-2.51, -2.65, 1.23], [1.57, 0.10, -2.54], [-0.59, 2.98, -0.88], [1.04, 2.73, 1.86], [-0.95, -2.28, -3.17], [-1.21, -1.85, -0.14], [1.40, -1.91, 1.70], [-0.37, -0.39, 0.15], [0.29, -0.22, 0.67], [-0.55, 0.32, 1.43], [-0.60, 0.06, 0.00], [0.36, -0.64, 0.12]], "mulliken_spin": [0.024, 0.175, 0.000, 0.048, 0.677, 0.276, 0.746, 0.006, 0.025, -0.002, 0.020, 0.002, 0.002]}

***

[4]
{"formula": "C3H8O2SSi", "method": "ωB97M-V/def2-TZVPD", "max_force_ev_per_a": 5.04, "homo_lumo_gap_ev": 8.3, "e_above_lowest_ev": 3.836, "spin_multiplicity": 1, "species": ["C", "C", "C", "O", "O", "Si", "S", "H", "H", "H", "H", "H", "H", "H", "H"], "xyz": [[0.83334, 0.50078, 0.01543], [-0.87270, -2.26844, 0.02435], [1.41888, 1.78064, -0.51566], [-0.55311, -0.04765, 2.04087], [0.53521, 2.09814, 2.37925], [-0.85020, -0.24248, 0.27354], [0.68766, 0.80399, 1.83196], [1.49877, 0.19876, 2.95020], [-1.55572, -2.60340, -0.66562], [0.06371, -2.56991, -0.29665], [-1.09449, -2.63003, 0.93216], [2.22630, 2.08054, 0.12328], [1.79057, 1.53540, -1.48397], [0.58724, 2.51252, -0.65718], [-2.17242, 0.13161, -0.02334]], "forces_ev_per_angstrom": [[-0.78, 0.58, 4.03], [0.66, 4.89, -1.02], [-1.75, -0.37, -1.04], [-1.64, -1.36, -0.76], [0.21, 2.11, 0.10], [1.96, -3.76, 0.31], [1.79, -1.88, 0.11], [-0.70, 0.44, -2.29], [-1.87, -0.57, -1.64], [2.04, -0.58, -0.40], [-0.76, -1.54, 3.43], [0.29, 0.66, 0.08], [0.66, 0.22, -0.83], [1.13, 0.09, 0.29], [-1.24, 1.07, -0.38]], "lowdin_charge": [-0.399, -0.137, -0.217, -0.429, -0.349, 0.629, 0.667, 0.122, -0.015, -0.004, -0.031, 0.060, 0.049, 0.086, -0.032]}

***

[5]
{"formula": "C27H67CrN3O9", "method": "ωB97M-V/def2-TZVPD", "max_force_ev_per_a": 4.18, "s2": 6.0063, "homo_lumo_gap_ev": [6.8, 7.3], "e_above_lowest_ev": 0.777, "spin_multiplicity": 5, "species": ["Cr", "C", "C", "C", "O", "H", "H", "H", "H", "H", "H", "H", "C", "C", "C", "O", "H", "H", "H", "H", "H", "H", "H", "C", "O", "C", "C", "N", "C", "C", "O", "C", "H", "H", "H", "H", "H", "H", "H", "H", "H", "H", "H", "H", "H", "H", "H", "C", "O", "C", "C", "N", "C", "C", "O", "C", "H", "H", "H", "H", "H", "H", "H", "H", "H", "H", "H", "H", "H", "H", "H", "C", "O", "C", "C", "N", "C", "C", "O", "C", "H", "H", "H", "H", "H", "H", "H", "H", "H", "H", "H", "H", "H", "H", "H", "C", "C", "C", "O", "H", "H", "H", "H", "H", "H", "H", "H"], "xyz": [[-0.09779, -1.41386, 0.82537], [0.69789, 2.91751, 0.42670], [1.37864, 1.77173, 1.26357], [1.07504, 1.90018, 2.76693], [0.95046, 0.49294, 0.82702], [0.67831, 2.72322, -0.64567], [1.28191, 3.79941, 0.68992], [-0.33877, 3.11377, 0.70039], [2.44305, 2.00495, 1.29101], [0.03101, 1.93388, 3.07833], [1.53765, 2.81818, 3.12937], [1.37656, 1.09589, 3.43798], [-4.08910, -2.97295, 1.27177], [-2.71423, -3.53199, 1.59204], [-2.60249, -5.05701, 1.40171], [-1.66976, -2.88247, 1.03187], [-4.16652, -1.89094, 1.37840], [-4.88993, -3.45378, 1.83354], [-4.17373, -3.24176, 0.21883], [-2.46383, -3.12947, 2.57355], [-3.36982, -5.52607, 2.01757], [-1.66767, -5.41707, 1.83135], [-2.59481, -5.37371, 0.35876], [-1.14547, -0.70690, 4.04382], [-0.21740, -1.26225, 3.07516], [0.73103, -2.05952, 3.74575], [1.94795, -2.21755, 2.77858], [1.51882, -2.78401, 1.47935], [1.17387, -4.23181, 1.51745], [2.52438, -5.04348, 1.65476], [3.49358, -4.62355, 0.70284], [4.85601, -4.93667, 0.89496], [-1.98583, -0.22896, 3.54034], [-0.65315, 0.13491, 4.53071], [-1.40665, -1.42782, 4.81851], [0.38262, -3.04634, 4.05052], [1.13911, -1.50324, 4.58963], [2.49633, -3.09533, 3.12045], [2.56856, -1.32487, 2.85662], [2.34232, -2.91319, 0.90904], [0.66878, -4.58993, 0.62038], [0.47588, -4.49492, 2.31224], [2.33790, -6.10249, 1.47641], [2.86191, -5.10110, 2.68958], [5.14569, -4.59408, 1.88835], [5.38740, -4.29167, 0.19518], [5.18713, -5.97163, 0.80937], [-2.72052, 0.42911, 0.57331], [-1.63821, -0.26053, -0.06648], [-1.48979, -0.03414, -1.43567], [-0.81540, -1.36355, -2.01549], [0.49769, -1.60170, -1.48434], [0.90971, -2.96205, -1.95798], [1.17959, -2.91325, -3.51629], [1.58934, -4.21939, -3.88758], [2.09224, -4.35029, -5.26009], [-2.44761, 1.45715, 0.81152], [-2.89026, 0.10759, 1.60089], [-3.63536, 0.18799, 0.03197], [-0.88226, 0.81757, -1.74162], [-2.48629, 0.05001, -1.86928], [-0.74516, -1.33785, -3.10291], [-1.50495, -2.18721, -1.83056], [1.07396, -0.85643, -1.84847], [0.23314, -3.79796, -1.78024], [1.85120, -3.29737, -1.52295], [2.01675, -2.25651, -3.75281], [0.36686, -2.59523, -4.16932], [2.45165, -5.37666, -5.33415], [3.03021, -3.79887, -5.19487], [1.46641, -4.11552, -6.12110], [-2.73512, 8.57370, 2.62583], [-2.81188, 8.35428, 1.21930], [-2.35504, 7.00488, 0.86658], [-2.41536, 7.00885, -0.65112], [-1.87798, 5.78626, -1.22501], [-2.95235, 4.72940, -1.26970], [-2.41376, 3.35725, -1.72897], [-3.35147, 2.35755, -2.10807], [-3.87675, 2.62725, -3.38493], [-1.84111, 8.22368, 3.14190], [-3.43145, 8.01975, 3.25541], [-2.75894, 9.62609, 2.90865], [-2.73071, 6.06654, 1.27460], [-1.28196, 6.99062, 1.05737], [-1.79813, 7.84138, -0.98877], [-3.41351, 7.30296, -0.97560], [-1.03534, 5.46409, -0.77082], [-3.73487, 4.95617, -1.99382], [-3.35573, 4.73655, -0.25712], [-1.81542, 2.91430, -0.93280], [-1.62458, 3.47599, -2.47138], [-4.59152, 1.88385, -3.73787], [-3.13246, 2.67127, -4.18003], [-4.51753, 3.50847, -3.41593], [4.32902, 1.81619, -2.48198], [3.90748, 0.32028, -2.27349], [4.74080, -0.54067, -1.31024], [2.49868, 0.25716, -1.94186], [3.85736, 2.49762, -1.77397], [4.12414, 2.14155, -3.50192], [5.39723, 1.93485, -2.30046], [3.98979, -0.26763, -3.18765], [4.63844, -0.05719, -0.33872], [5.80218, -0.38504, -1.50355], [4.35016, -1.55733, -1.35380], [2.27192, 0.37000, -1.01587]], "forces_ev_per_angstrom": [[-0.71, 0.05, -0.28], [0.58, -0.43, 1.06], [-2.54, -1.58, 0.45], [-0.52, 0.77, 0.65], [1.18, 0.41, -0.58], [0.51, -0.09, 0.01], [-0.13, 0.46, -0.47], [-0.12, -0.23, 0.38], [0.72, -0.58, -0.91], [-0.54, 0.39, -0.72], [0.03, 0.18, 0.29], [0.91, -0.37, -0.58], [0.13, -0.62, -1.09], [1.03, 0.86, 1.71], [-0.04, 0.51, 1.19], [2.31, 1.28, -3.24], [0.22, -0.09, 0.08], [0.01, -0.07, 0.04], [-0.70, 0.30, -0.37], [-1.05, -1.49, 1.92], [-0.34, -0.39, -0.41], [0.22, 0.17, -0.02], [-0.41, 0.19, -0.07], [0.84, 0.65, -0.53], [-1.13, -0.01, 1.81], [1.84, 0.48, -1.33], [-0.87, -2.42, 1.34], [-0.92, 0.60, -1.03], [1.31, -0.74, 0.50], [-0.76, -1.21, 0.02], [-0.81, 0.30, -0.08], [0.10, 1.06, 0.75], [-0.12, -0.70, -0.14], [0.30, 0.01, 0.27], [-0.34, -0.16, -0.32], [-0.52, 0.10, 0.07], [-0.18, -0.14, 0.44], [0.70, 0.55, 1.23], [-0.20, -0.04, -1.15], [0.40, 1.23, -0.52], [0.07, 0.72, -0.23], [0.23, 0.16, 0.20], [-0.48, -0.21, -0.29], [0.61, 0.78, 0.16], [0.18, -0.05, 0.28], [0.09, -0.32, -0.14], [-0.55, -0.24, -0.33], [0.51, -0.35, 0.58], [-0.25, 0.46, 1.35], [0.43, -2.28, -1.69], [-1.81, 1.48, -0.29], [-0.88, -2.15, 0.68], [1.10, 1.14, -2.03], [0.73, -0.87, 0.31], [-0.63, -0.74, -1.40], [1.20, -0.27, 2.31], [-0.30, 0.49, -1.11], [0.39, -1.07, -0.15], [-0.02, 0.78, -0.15], [0.07, 0.33, 0.56], [0.08, 0.15, -0.21], [-0.38, 0.65, -0.26], [0.13, -0.10, 0.55], [0.77, -0.36, -0.04], [-0.64, 0.61, 0.33], [0.17, 0.35, 0.19], [0.17, 0.54, 0.32], [-0.42, 0.00, 0.34], [-0.48, -0.17, -0.06], [-0.01, 0.58, -0.89], [-0.36, 0.37, 0.44], [0.37, -0.13, 0.90], [-0.08, -1.78, 1.67], [1.23, 1.86, -1.27], [0.79, 0.36, 0.16], [-1.86, -0.79, -1.47], [1.13, -0.08, -0.08], [1.13, -0.20, 1.22], [-0.13, 0.77, -0.30], [-0.99, -0.07, -0.74], [0.98, -0.15, -0.82], [-1.04, 0.06, -0.56], [-0.44, 0.09, -0.62], [-1.02, 0.56, 0.67], [0.23, -0.09, 0.53], [0.11, 0.10, 0.06], [-0.16, -0.71, -0.28], [-0.08, -0.04, 0.23], [0.04, 0.74, 0.16], [-0.63, -0.78, -0.09], [-0.34, -0.13, 0.38], [-0.31, 0.38, -0.74], [0.21, -0.69, 0.63], [0.41, 0.27, 0.17], [0.37, 0.55, 0.13], [0.39, -1.08, 0.29], [-0.54, 0.10, 0.21], [-0.40, 2.01, 0.35], [0.66, -0.06, -1.21], [-0.34, -0.25, 0.00], [-0.14, 0.01, 0.11], [0.19, -0.10, -0.18], [-0.25, 0.60, -0.55], [-0.30, -0.53, 0.53], [0.05, -0.68, -0.45], [0.44, 0.01, 0.26], [0.20, 0.29, 1.05]], "mulliken_spin": [3.895, -0.003, 0.006, 0.000, -0.060, -0.001, -0.001, 0.000, 0.004, 0.000, 0.000, 0.000, 0.003, 0.011, 0.001, -0.056, 0.000, -0.001, -0.001, 0.006, -0.001, 0.000, 0.000, 0.027, 0.021, 0.016, 0.007, -0.024, 0.045, 0.000, 0.000, 0.000, -0.009, 0.005, 0.000, -0.008, 0.000, 0.006, -0.018, 0.031, -0.010, -0.001, 0.000, 0.000, 0.000, 0.000, 0.000, 0.024, 0.011, 0.015, 0.001, -0.003, 0.050, 0.006, 0.000, 0.000, -0.002, -0.026, 0.005, -0.015, -0.004, 0.007, -0.023, 0.048, 0.007, -0.006, -0.001, 0.000, 0.000, 0.000, 0.000, 0.000, 0.000, 0.000, 0.000, 0.000, 0.000, 0.000, 0.000, 0.000, 0.000, 0.000, 0.000, 0.000, 0.000, 0.000, 0.000, 0.000, 0.000, 0.000, 0.001, 0.000, 0.000, 0.000, 0.000, 0.000, 0.001, -0.001, 0.006, 0.000, 0.000, 0.000, 0.000, 0.000, 0.000, 0.000, 0.004]}